1.
Formula: C40H32BrClIrN4O2PS2
Source: the OMol25 dataset
Level of theory: wB97M-V/def2-TZVPD

XYZ file:
```
84
Properties=species:S:1:pos:R:3:mulliken_charge:R:1
Ir 0.15 -0.17 -0.92 1.12
Br -2.50 -5.52 -5.51 -0.16
Cl 4.98 -2.43 -0.11 -0.44
S -6.11 -0.14 -2.94 -0.30
S 0.98 1.81 -1.86 -0.55
P 3.47 -0.87 0.35 2.25
O -0.84 -2.01 -0.32 -0.76
O -0.18 -1.67 -2.36 -0.96
N -3.23 -5.23 -1.48 -0.60
N 0.20 1.34 0.45 0.08
N -1.87 0.42 -1.42 0.02
N -7.45 -3.98 -0.86 -0.59
C -6.20 -3.85 -1.29 -0.29
C -5.72 -2.71 -1.93 0.03
C 1.55 -3.32 3.92 -0.71
C 3.99 2.81 3.17 -0.81
C 5.71 0.63 -0.58 -0.26
C 4.47 0.10 -0.96 0.21
C 4.07 0.29 -2.27 -0.28
C 6.51 1.32 -1.46 -0.74
C -2.42 -4.95 -3.71 -0.06
C 1.95 -1.20 -0.60 -2.25
C 0.52 2.41 -0.31 0.63
C -8.27 -2.94 -1.04 -0.45
C -0.20 1.49 1.71 0.01
C -0.82 -2.38 -1.53 0.96
C -6.58 -1.63 -2.09 -0.12
C -2.43 -4.23 -1.10 -0.24
C 2.75 -3.78 3.43 -0.72
C -3.49 0.57 -3.17 -0.78
C 3.36 1.88 1.04 -0.19
C 3.52 2.98 1.87 -0.69
C 2.86 -1.97 1.83 -0.70
C 6.08 1.52 -2.77 -0.55
C -3.22 -5.58 -2.76 -0.13
C -2.20 0.70 -2.68 -0.38
C -4.16 -0.07 -0.97 -0.70
C -2.85 0.07 -0.57 -0.09
C -0.26 2.74 2.29 -1.24
C 4.28 1.53 3.63 -0.70
C 4.08 0.43 2.81 -0.38
C 3.60 0.59 1.51 0.49
C -1.60 -3.91 -3.33 -0.25
C -1.61 -3.55 -1.99 -0.14
C 1.65 -1.51 2.35 0.92
C 4.86 1.00 -3.17 -0.86
C 0.46 3.70 0.21 -0.86
C 0.07 3.85 1.52 -0.19
C -7.88 -1.75 -1.64 -0.27
C 0.99 -2.17 3.37 -0.71
C 3.40 -3.12 2.39 -0.58
C -4.49 0.13 -2.30 0.47
H 3.31 3.97 1.50 0.51
H 7.46 1.71 -1.13 0.40
H 6.06 0.48 0.44 0.32
H 1.22 -0.61 1.94 -0.33
H -3.88 -6.39 -3.05 0.41
H 3.07 2.03 0.01 0.58
H 4.30 -0.56 3.19 0.49
H 4.14 3.67 3.81 0.40
H 3.12 -0.09 -2.63 0.25
H 6.70 2.07 -3.47 0.38
H -2.55 -0.14 0.44 0.39
H -4.91 -0.38 -0.25 0.48
H 0.02 4.84 1.96 0.43
H 0.72 4.55 -0.41 0.49
H -3.70 0.74 -4.21 0.45
H -2.44 -3.95 -0.05 0.51
H 2.32 -1.47 -1.59 1.05
H -1.38 0.99 -3.33 0.44
H -5.54 -4.70 -1.14 0.51
H -0.98 -3.38 -4.03 0.61
H -8.59 -0.93 -1.73 0.42
H 4.52 1.15 -4.19 0.41
H 1.59 -2.14 -0.16 0.88
H -9.28 -3.06 -0.68 0.37
H -0.47 0.59 2.25 0.57
H 3.20 -4.68 3.85 0.41
H 4.34 -3.51 2.03 0.41
H -4.70 -2.68 -2.28 0.56
H 1.05 -3.84 4.73 0.39
H 4.67 1.39 4.63 0.44
H -0.57 2.84 3.32 0.46
H 0.05 -1.79 3.75 0.42
```

## Properties
Net charge: 0
2S+1: 1
Relative energy (zero: lowest compared OMol25 entry of this formula, charge and spin) (kJ/mol): 245.65



2.
Formula: C18H36O33Rb2S6Y
Source: the OMol25 dataset
Level of theory: wB97M-V/def2-TZVPD

XYZ file:
```
96
Properties=species:S:1:pos:R:3:mulliken_charge:R:1
Y 7.55 -1.79 -2.52 1.65
Rb 7.00 -4.41 1.16 0.93
Rb 10.92 -4.73 -5.23 0.98
S 9.20 -4.14 -1.84 0.65
S 10.41 -2.00 3.74 1.11
S 3.80 -7.34 -4.01 1.02
S 8.71 -1.30 -5.19 0.79
S 5.10 -2.37 -1.10 1.20
S 9.64 -10.27 -2.10 1.04
O 9.01 -1.72 3.84 -0.52
O 9.85 -9.33 -3.42 -0.30
O 3.22 -7.14 -2.51 -0.41
O 8.48 -0.25 -6.16 -0.74
O 9.36 -2.68 -1.58 -0.28
O 5.30 -7.22 -3.47 -0.22
O 10.31 -4.68 -2.62 -0.11
O 7.90 -4.12 -2.50 -0.77
O 13.91 -3.62 1.02 -0.58
O 8.90 -6.51 -6.34 -0.35
O 8.45 -11.03 -2.36 -0.54
O 9.56 -2.37 -5.73 -0.52
O 3.44 -6.22 -4.81 -0.53
O 3.59 -8.67 -4.51 -0.57
O 9.11 -0.78 -3.86 -0.52
O 6.71 -5.90 -6.40 -0.33
O 7.29 -7.67 -7.40 -0.40
O 8.38 0.05 -1.21 -0.48
O 9.04 -4.84 -0.56 -0.60
O 10.01 1.56 -1.02 -0.40
O 6.46 -2.01 -0.60 -0.57
O 4.75 -3.61 -0.38 -0.74
O 8.85 1.18 0.71 -0.34
O 7.45 -1.90 -4.71 -0.70
O 9.31 -8.95 -1.18 -0.35
O 11.24 -2.21 4.90 -0.61
O 5.39 -2.65 -2.51 -0.72
O 14.09 -4.98 -0.80 -0.37
O 15.59 -5.11 0.73 -0.35
O 11.06 -0.79 2.81 -0.41
O 10.65 -3.15 2.65 -0.30
O 4.13 -1.31 -0.82 -0.75
O 10.82 -10.95 -1.62 -0.55
C 5.37 -6.14 -2.52 0.58
C 11.39 -1.26 1.51 0.02
C 10.61 -2.56 1.35 1.14
C 17.71 -4.09 1.36 -1.15
C 10.63 -8.19 -2.99 0.10
C 4.05 -6.24 -1.76 -0.28
C 7.85 0.49 1.44 0.33
C 8.10 -8.83 -7.57 -0.13
C 7.74 1.10 2.83 -1.51
C 10.30 1.43 -2.40 -0.73
C 6.99 -4.70 -5.67 -0.24
C 7.73 -6.71 -6.60 0.49
C 14.50 -4.45 0.39 0.73
C 9.22 -8.62 -8.60 -1.06
C 9.77 -7.73 -1.81 0.87
C 16.37 -4.67 1.81 -0.19
C 9.04 0.79 -0.53 0.74
C 12.83 -4.41 -1.29 -0.15
H 10.84 0.50 -2.62 0.27
H 7.98 -0.58 1.59 -0.05
H 4.01 -6.37 -0.68 0.37
H 13.08 -4.22 -2.33 0.20
H 7.44 -9.57 -8.03 0.28
H 17.50 -3.08 0.99 0.30
H 16.58 -5.54 2.45 0.31
H 12.66 -3.43 -0.84 0.17
H 8.94 -8.14 -9.54 0.31
H 11.34 -0.54 0.70 0.14
H 9.44 1.45 -3.06 0.31
H 6.29 -6.31 -1.96 -0.10
H 6.04 -4.29 -5.32 0.28
H 5.42 -5.24 -3.12 -0.13
H 18.34 -3.79 2.20 0.39
H 8.63 0.82 3.42 0.26
H 8.41 -9.21 -6.60 0.25
H 12.01 -5.06 -1.05 0.10
H 6.88 0.63 0.97 0.46
H 9.63 -2.38 0.92 -0.63
H 11.10 -3.28 0.70 -0.25
H 6.98 0.69 3.49 0.38
H 7.38 -4.96 -4.68 -0.22
H 10.90 2.26 -2.75 0.33
H 10.63 -7.54 -3.86 -0.06
H 7.90 2.18 2.74 0.38
H 10.08 -8.09 -8.21 0.23
H 7.54 -3.88 -6.14 0.51
H 3.64 -5.23 -1.83 0.24
H 8.88 -7.12 -1.96 -0.58
H 9.50 -9.62 -8.95 0.39
H 15.91 -3.97 2.50 0.28
H 10.31 -7.25 -0.99 -0.03
H 11.60 -8.61 -2.74 0.36
H 12.47 -1.46 1.51 0.29
H 18.18 -4.59 0.52 0.30
```

## Properties
Net charge: -1
2S+1: 1



3.
Formula: C3H12N2O3
Source: the OMol25 dataset
Level of theory: wB97M-V/def2-TZVPD

XYZ file:
```
20
Properties=species:S:1:pos:R:3:nbo_charge:R:1
O 1.64 2.41 2.46 -0.51
O 1.00 -2.47 -0.61 -0.95
O -1.71 -2.36 1.02 -0.95
N -0.04 0.29 0.12 -0.70
N 0.27 1.01 -2.17 -0.91
C 1.38 1.47 1.74 0.44
C -0.03 1.28 1.16 -0.33
C -0.70 0.63 -1.14 -0.04
H -1.15 -0.30 -1.48 0.18
H 2.07 0.60 1.68 0.11
H 0.70 -2.59 -1.53 0.47
H 0.43 -3.06 -0.10 0.49
H -0.24 2.31 0.85 0.21
H -1.04 -1.66 1.13 0.48
H 0.73 -0.33 -0.02 0.41
H 0.29 0.40 -2.96 0.39
H -2.41 -1.77 0.78 0.46
H -0.66 1.02 2.02 0.20
H 0.93 1.72 -1.91 0.38
H -1.44 1.42 -1.04 0.18
```

## Properties
SMILES: NCNCC=O.O.O
Net charge: 0
2S+1: 1
Relative energy (zero: lowest compared OMol25 entry of this formula, charge and spin) (kJ/mol): 219.71



4.
Formula: C5H7N
Source: the OMol25 dataset
Level of theory: wB97M-V/def2-TZVPD

XYZ file:
```
13
Properties=species:S:1:pos:R:3:nbo_charge:R:1
N 0.31 0.80 1.06 -0.38
C 1.33 0.01 0.31 -0.22
C -0.59 -0.38 0.96 -0.11
C 0.21 -0.84 -0.29 -0.24
C -0.60 0.17 -1.13 -0.41
C -0.89 0.86 0.20 -0.09
H -0.88 -0.92 1.85 0.22
H -1.52 -0.25 -1.53 0.21
H 2.01 0.55 -0.34 0.18
H 1.88 -0.54 1.09 0.20
H -1.58 1.68 0.38 0.22
H 0.39 -1.85 -0.66 0.21
H -0.06 0.72 -1.91 0.20
```

## Properties
SMILES: C1[C@H]2CN3[C@H]2[C@H]13
Net charge: 0
2S+1: 1
Relative energy (zero: lowest compared OMol25 entry of this formula, charge and spin) (kJ/mol): 295.77



5.
Formula: C14H22Br34P
Source: the OMol25 dataset
Level of theory: wB97M-V/def2-TZVPD

XYZ file:
```
71
Properties=species:S:1:pos:R:3:mulliken_charge:R:1
Br -5.61 4.51 -0.37 0.05
Br -8.47 4.93 0.93 -0.06
Br 8.24 2.42 -2.21 -0.01
Br -2.06 -11.99 3.40 -0.04
Br -0.66 0.36 8.76 -0.03
Br -3.02 3.49 -10.00 -0.01
Br 0.21 -10.26 2.01 0.01
Br -5.59 2.62 -11.64 -0.05
Br 9.82 1.56 0.39 -0.02
Br 3.98 -9.27 4.59 -0.04
Br -3.41 0.81 2.55 -0.02
Br 2.86 -2.19 0.31 -0.27
Br 1.57 -3.82 3.34 0.04
Br -3.51 3.98 2.76 0.13
Br -4.59 1.59 -5.85 -0.05
Br -1.02 2.55 1.40 -0.01
Br -3.02 0.03 6.66 -0.02
Br 1.42 -7.40 4.52 0.00
Br 0.63 -1.60 -4.25 -0.01
Br -4.41 3.66 -3.44 0.06
Br -5.92 3.86 -8.74 -0.01
Br -1.13 -3.04 4.85 -0.11
Br -8.23 3.86 -2.05 -0.04
Br -1.39 -0.73 -1.95 0.03
Br 3.98 -6.65 2.78 -0.02
Br -5.68 8.22 1.26 -0.03
Br -0.55 1.90 5.99 -0.03
Br -0.25 1.44 -3.95 -0.07
Br 0.18 -1.03 2.74 0.09
Br 8.24 4.31 0.34 -0.03
Br -2.19 -8.82 3.49 0.01
Br -3.10 4.39 -6.26 -0.01
Br -2.72 7.44 2.10 -0.02
Br -5.18 5.90 3.37 -0.06
P 5.86 -0.30 -0.06 0.32
C -4.55 7.57 2.67 -0.32
C -7.43 3.89 -0.31 -0.32
C 3.30 -1.24 -1.36 0.40
C -4.81 2.80 -9.89 -0.25
C 2.41 -0.01 -1.39 -0.95
C -2.39 2.42 2.74 0.37
C -0.08 -2.86 3.23 -0.36
C -0.78 -0.40 -3.73 -0.38
C 9.24 3.03 -0.70 -0.33
C 2.92 -8.07 3.53 -0.10
C -1.14 0.32 6.90 -0.08
C -3.55 2.99 -5.02 0.68
C 4.76 -0.91 -1.56 -1.41
C -1.05 -10.36 3.46 -0.30
H -1.88 2.36 3.69 -0.45
H 4.77 -0.05 -2.24 0.33
H 2.81 0.74 -0.71 0.28
H 2.98 -1.94 -2.12 0.27
H 2.43 0.41 -2.40 0.29
H 5.73 -1.63 0.56 -0.15
H 6.02 1.03 -0.69 -0.24
H -0.66 -3.32 2.44 0.38
H -0.48 -10.36 4.37 0.33
H -1.61 -0.57 -4.39 0.37
H 7.08 -0.77 -0.81 -0.09
H 10.12 3.54 -1.06 0.32
H 5.27 -1.72 -2.06 0.42
H -4.75 1.82 -9.46 0.31
H -4.59 8.29 3.47 0.37
H -7.41 2.88 0.06 0.40
H 4.65 0.19 0.64 -0.19
H -2.63 2.53 -4.70 -0.63
H 6.72 0.15 1.06 -0.02
H -0.63 -0.52 6.45 0.12
H 1.40 -0.27 -1.10 0.15
H 2.52 -8.64 2.70 0.13
```

## Properties
Net charge: -1
2S+1: 1



6.
Formula: C6H17N3
Source: the OMol25 dataset
Level of theory: wB97M-V/def2-TZVPD

XYZ file:
```
26
Properties=species:S:1:pos:R:3:nbo_charge:R:1
N -1.38 -2.18 0.85 -0.84
N -1.48 -1.14 -1.24 -0.86
N -1.43 1.36 -0.26 -0.86
C 2.27 0.37 -0.42 -0.14
C -0.16 0.82 1.82 -0.61
C -1.29 0.32 0.74 -0.04
C 2.06 -0.95 -0.54 -0.46
C -0.95 -1.02 0.10 0.07
C 1.76 1.38 -1.39 -0.69
H 0.76 1.16 1.39 0.21
H -2.20 0.19 1.34 0.15
H -1.68 2.24 0.17 0.36
H 0.23 -1.07 0.04 0.20
H 0.73 1.63 -1.16 0.26
H -0.01 0.06 2.58 0.20
H 2.35 2.31 -1.35 0.21
H -0.95 -0.55 -1.86 0.36
H -0.62 1.69 2.29 0.20
H -2.15 1.10 -0.94 0.38
H 2.75 0.76 0.47 0.19
H -1.40 -2.10 -1.54 0.37
H 2.60 -1.65 0.09 0.21
H 1.77 -1.37 -1.49 0.19
H -0.98 -2.18 1.78 0.36
H 1.78 0.99 -2.42 0.21
H -2.40 -2.18 0.95 0.35
```

## Properties
SMILES: C[C@@H](N)C(N)N.C=CC
Net charge: 0
2S+1: 1
Relative energy (zero: lowest compared OMol25 entry of this formula, charge and spin) (kJ/mol): 141.37



Number 1: E_LUMO -0.017 hartree. Number 2: E_LUMO 0.041 hartree. Number 3: E_LUMO 0.021 hartree. Number 4: E_LUMO 0.042 hartree. Number 5: E_LUMO 0.038 hartree. Number 6: E_LUMO 0.040 hartree.